The following is a DFT calculation (ωB97M-V/def2-TZVPD) of a 2-piece molecular cluster, C2H2NO2S2 overall in a non-equilibrium geometry.

highest occupied orbital energy = -0.120 Eh
LUMO energy = 3.049 eV
net charge = -1

The geometry in XYZ format:
```
9
C2H2NO2S2 ωB97M-V/def2-TZVPD
C 0.227 -1.512 0.448
C -2.814 -1.106 -0.493
N 0.501 -0.236 0.968
O -2.761 -1.860 -1.393
O -0.865 -2.043 0.663
S -3.209 -0.048 0.543
S 1.497 -2.192 -0.396
H 0.230 -0.075 1.948
H 1.435 0.014 0.937
```